Formula: C26H69AsINO15PS3
Source: the Open Molecules 2025 dataset
Level of theory: wB97M-V/def2-TZVPD

ORCA input file:
```
! RIJCOSX wB97M-V def2-TZVPD def2/J DEFGRID3
* xyz -1 1
C -2.8197 -0.5996 -8.1015
C -1.5378 -0.9354 -7.1117
O -1.4626 -2.2133 -6.6660
O -0.5337 0.0480 -6.6594
C -1.1561 1.0993 -5.8097
As -1.3061 0.6144 -3.8559
O -0.4314 -1.0042 -4.0501
S -3.3718 -0.3333 -4.1923
I 0.8794 1.8726 -3.3170
P -2.4123 2.6398 -3.5083
N -3.6389 2.2960 -2.4876
S -1.6304 0.1897 -1.6390
C -0.0033 -0.1154 -0.7615
C -0.2926 -1.2752 0.4016
O -1.5648 -1.7036 0.5689
O 0.8789 -1.7867 1.1321
C 0.6191 -1.9366 2.5729
C 0.9178 -3.5072 2.9935
C -0.4364 -4.0688 3.7684
O 2.0984 -3.6234 3.8638
C 2.7072 -4.9665 3.7909
O 2.0530 -6.1106 3.5634
C 4.3453 -5.1038 4.0687
S 4.6376 -5.8383 5.8017
H -3.6148 0.0991 -7.5517
H -3.3750 -1.6050 -8.3304
H -2.5003 -0.1014 -9.1251
H -2.1717 1.4400 -6.3121
H -0.4331 2.0393 -5.8980
H -1.0347 -1.7917 -3.9081
H -3.9180 0.2988 -5.3271
H -1.4494 3.5770 -2.9794
H -2.9244 3.1327 -4.7620
H -3.4674 2.8847 -1.6382
H 0.2726 0.8689 -0.1891
H 0.8533 -0.5510 -1.4318
H -0.4363 -1.5629 2.9226
H 1.4193 -1.2646 3.1350
H 1.1218 -4.1333 2.0239
H -0.5355 -3.5872 4.8487
H -1.3809 -3.7733 3.1290
H -0.4221 -5.2444 3.8163
H 4.7675 -5.8674 3.2886
H 4.8772 -4.0418 4.0272
H 6.0282 -5.7996 6.0048
C 4.4269 2.5609 -0.5994
C 4.5662 3.3686 -1.8732
O 3.4387 4.2164 -2.0357
H 3.5147 1.9559 -0.6253
H 5.2863 1.8987 -0.4616
H 4.3468 3.2205 0.2708
H 4.6237 2.7064 -2.7421
H 5.4694 3.9861 -1.8495
H 3.4015 4.8061 -1.2631
C 8.3332 -7.2525 9.4206
C 8.4725 -6.4448 8.1468
O 7.3450 -5.5971 7.9842
H 7.4209 -7.8575 9.3947
H 9.1925 -7.9148 9.5584
H 8.2530 -6.5929 10.2908
H 8.5300 -7.1070 7.2779
H 9.3756 -5.8273 8.1705
H 7.3077 -5.0074 8.7568
C -6.3667 5.6255 -2.1421
C -5.8874 4.7080 -1.0362
O -4.5061 4.9260 -0.7896
H -5.7984 5.4494 -3.0613
H -7.4290 5.4667 -2.3475
H -6.2131 6.6746 -1.8689
H -6.0222 3.6608 -1.3222
H -6.4420 4.8869 -0.1099
H -4.3982 5.8566 -0.5282
C 6.5583 -1.6515 2.0977
C 6.6147 -2.6836 0.9905
O 5.7083 -3.7411 1.2666
H 6.8095 -2.1068 3.0613
H 7.2549 -0.8314 1.9022
H 5.5479 -1.2408 2.1934
H 7.6204 -3.1073 0.9129
H 6.3522 -2.2389 0.0257
H 4.8172 -3.3558 1.3253
C -0.6124 7.5042 -3.3464
C -0.5559 6.4720 -4.4535
O -1.4624 5.4145 -4.1774
H -0.3612 7.0489 -2.3828
H 0.0842 8.3243 -3.5419
H -1.6228 7.9148 -3.2506
H 0.4497 6.0484 -4.5311
H -0.8185 6.9167 -5.4183
H -2.3535 5.7999 -4.1188
C -0.4862 2.0551 3.2993
C 0.9338 2.2832 2.8240
O 1.0111 2.0943 1.4188
H -0.8183 1.0426 3.0472
H -0.5619 2.1925 4.3817
H -1.1758 2.7482 2.8066
H 1.6161 1.5742 3.3020
H 1.2687 3.2977 3.0609
H 0.4080 2.7342 1.0033
C -5.2896 -4.8091 4.6547
C -3.8614 -4.3536 4.4380
O -3.4071 -4.7735 3.1599
H -5.3612 -5.8992 4.5806
H -5.6536 -4.4971 5.6377
H -5.9497 -4.3938 3.8861
H -3.2019 -4.7884 5.1947
H -3.7838 -3.2637 4.4976
H -3.9942 -4.3752 2.4945
C -7.4854 2.9685 -4.8127
C -6.3890 2.5572 -5.7735
O -5.2516 3.3884 -5.5960
H -7.7671 4.0140 -4.9752
H -8.3713 2.3400 -4.9398
H -7.1421 2.8887 -3.7760
H -6.7286 2.6594 -6.8083
H -6.0927 1.5167 -5.6086
H -4.9527 3.2841 -4.6764
*
```

Calculated values
F_max	0.17045	hartree/bohr
calculated total energy	-171007.9399	eV
HOMO level	-4.2	eV